No. 1
The following is a DFT calculation (ωB97M-V with the def2-TZVPD basis set) of C17H17F9HgN2O as an isolated structure at a distorted geometry.

Each line ends with the natural charge from an NBO analysis.
Atoms and positions in Å:
C (-0.21758, 1.47283, 0.65872)  -1.252
C (0.18093, -1.61041, 2.19494)  -0.271
H (0.71460, 0.90684, 0.65967)  0.199
H (-0.79624, 1.31125, 1.58434)  0.202
H (-0.03171, 2.54824, 0.49903)  0.192
H (0.76103, -1.59778, 1.27172)  0.210
H (0.31389, -2.56684, 2.71905)  0.195
H (-0.88613, -1.45422, 1.97173)  0.195
C (0.43817, 3.10071, -2.59567)  0.059
C (1.17628, 3.69668, -3.62280)  -0.246
C (1.47130, 2.92135, -4.74906)  -0.160
C (1.16969, 1.56144, -4.73672)  -0.226
H (0.12321, 3.67751, -1.71970)  0.214
H (1.48630, 4.73547, -3.53588)  0.229
H (1.93653, 3.36959, -5.62173)  0.224
H (1.43444, 0.90818, -5.56348)  0.216
N (0.07741, 1.81581, -2.62582)  -0.475
C (0.51483, 1.00930, -3.62621)  0.176
C (0.30858, -0.45330, -3.46260)  0.156
N (-0.21671, -0.86655, -2.29051)  -0.455
C (-0.29367, -2.16983, -2.01546)  0.064
C (0.57792, -2.75118, -4.16714)  -0.167
C (0.10420, -3.16677, -2.92294)  -0.248
H (-0.68808, -2.43894, -1.03431)  0.203
H (0.02545, -4.21174, -2.64961)  0.227
C (0.68671, -1.38983, -4.44724)  -0.220
H (1.05178, -1.01915, -5.40211)  0.215
H (0.86630, -3.48013, -4.91846)  0.223
Hg (-1.57989, 0.94374, -0.98886)  1.225
C (-3.31586, -0.27242, -1.08174)  -1.186
H (-2.98499, -1.24126, -1.47962)  0.194
H (-4.06997, 0.19285, -1.73479)  0.209
H (-3.68877, -0.38212, -0.05399)  0.205
F (1.18538, -2.54724, 4.68388)  -0.316
C (1.20930, -1.27107, 5.14222)  0.967
F (0.83151, -1.28933, 6.44127)  -0.310
F (2.49824, -0.85741, 5.07940)  -0.306
C (0.30528, -0.34414, 4.27841)  0.008
O (0.68125, -0.49124, 2.93704)  -0.490
C (-1.22295, -0.54669, 4.57640)  0.969
F (-1.56989, 0.09531, 5.72365)  -0.306
F (-1.95846, -0.02754, 3.55605)  -0.303
F (-1.55629, -1.85984, 4.70542)  -0.313
C (0.65941, 1.15842, 4.55377)  0.983
F (0.84096, 1.45855, 5.86348)  -0.308
F (1.78538, 1.46553, 3.88000)  -0.294
F (-0.33904, 1.95738, 4.06629)  -0.311

HOMO-LUMO gap	0.2386	Ha
E	-51563.09082	eV
ΔE to the lowest compared entry with this formula, charge and spin	0.0	kJ/mol
charge	0

---

No. 2
The following is a DFT calculation (ωB97M-V with the def2-TZVPD basis set) of C17H17MnN2 as an isolated structure at a distorted geometry.

Each line ends with the Mulliken spin population.
Atoms and positions in Å:
Mn (0.00000, 0.00000, 0.00000)  4.266
C (1.86854, 1.55219, 0.34555)  0.034
C (1.93035, 1.14488, -0.99131)  -0.041
C (2.21963, -0.22352, -1.01528)  0.049
C (2.34403, -0.66139, 0.30657)  0.007
C (2.12207, 0.43385, 1.14761)  0.008
H (1.65525, 2.55222, 0.69327)  0.011
H (1.78466, 1.77301, -1.85574)  0.003
H (2.31334, -0.84057, -1.89521)  0.011
H (2.59613, -1.66070, 0.62500)  0.000
H (2.13380, 0.41237, 2.22583)  0.001
C (-2.69582, 0.11208, -1.28442)  -0.023
N (-1.97288, -0.48644, -0.15788)  0.029
C (-2.69882, -1.26191, 0.55047)  0.040
C (-1.86409, -1.73743, 1.54825)  0.010
C (-1.99778, -2.56868, 2.61973)  0.054
C (-0.73218, -2.59679, 3.19735)  -0.011
C (0.06322, -1.77466, 2.41926)  0.051
N (-0.63710, -1.25068, 1.40671)  0.033
C (-3.76319, 1.10054, -0.87217)  0.017
C (-5.05718, 1.02202, -1.40506)  -0.002
C (-6.03464, 1.94418, -1.02588)  0.003
C (-5.72654, 2.95570, -0.11740)  -0.006
C (-4.44063, 3.04848, 0.41164)  0.003
C (-3.46302, 2.12744, 0.03425)  -0.016
H (-3.12290, -0.68103, -1.91250)  -0.008
H (-1.97208, 0.63949, -1.91759)  -0.020
H (-3.75462, -1.55974, 0.47803)  -0.005
H (-2.88483, -3.08871, 2.95125)  0.001
H (-0.42578, -3.14709, 4.07738)  0.001
H (1.11449, -1.55515, 2.57007)  0.006
H (-5.31205, 0.24448, -2.12110)  0.001
H (-7.03587, 1.87691, -1.44327)  0.000
H (-6.48675, 3.67511, 0.17462)  0.000
H (-4.19546, 3.83867, 1.11614)  0.000
H (-2.45919, 2.20288, 0.45082)  0.018
H (-1.10486, 0.81377, -1.05137)  -0.522

HOMO-LUMO gap (alpha / beta)	0.2561 / 0.2839	Ha
multiplicity	5
E	-52200.87772	eV
ΔE to the lowest compared entry with this formula, charge and spin	233.7	kJ/mol
<S²>	6.3855
charge	0

---

No. 3
The following is a DFT calculation (ωB97M-V with the def2-TZVPD basis set) of the molecule C17H17N3O2S2 at a distorted geometry.

Each line ends with the natural charge from an NBO analysis.
Atoms and positions in Å:
C (2.50833, 3.88289, 1.95777)  -0.634
C (1.22372, 3.11410, 1.93614)  -0.019
C (0.12280, 3.57754, 2.64245)  -0.197
C (-1.07876, 2.89119, 2.63284)  -0.205
C (-1.19432, 1.72817, 1.89914)  -0.200
C (-0.09563, 1.25591, 1.19181)  0.097
C (1.12686, 1.92672, 1.20306)  0.067
C (2.30833, 1.39671, 0.45137)  -0.662
H (2.49965, 2.01369, -0.42651)  0.232
H (3.19885, 1.41496, 1.07662)  0.223
H (2.14517, 0.37461, 0.11938)  0.229
N (-0.25314, 0.07658, 0.42968)  -0.393
C (-0.37632, 0.00433, -0.93014)  0.178
N (-0.57985, -1.22929, -1.31264)  -0.333
N (-0.59670, -1.99275, -0.21714)  -0.266
C (-0.40649, -1.23212, 0.83288)  0.299
C (-0.33766, -1.71047, 2.17861)  -0.267
C (0.06283, -1.06951, 3.32191)  -0.227
C (0.00604, -1.90214, 4.45502)  -0.263
C (-0.43236, -3.15566, 4.16234)  -0.405
S (-0.78475, -3.35539, 2.49385)  0.498
H (-0.56951, -3.98083, 4.83235)  0.237
H (0.28055, -1.57904, 5.44307)  0.225
H (0.39215, -0.04668, 3.35161)  0.230
S (-0.27164, 1.40614, -1.94554)  0.268
C (-0.65079, 0.62955, -3.54977)  -0.502
C (0.46427, -0.29664, -4.00379)  -0.548
C (0.23829, -0.86142, -5.38319)  0.799
O (1.10993, -1.24394, -6.11526)  -0.593
O (-1.05610, -0.91317, -5.71912)  -0.692
H (-1.15858, -1.32004, -6.59420)  0.501
H (1.43261, 0.20700, -3.99401)  0.237
H (0.51014, -1.14571, -3.31256)  0.282
H (-1.58634, 0.08588, -3.43566)  0.249
H (-0.78659, 1.46408, -4.23716)  0.232
H (-2.12248, 1.17747, 1.86687)  0.228
H (-1.92455, 3.26573, 3.18831)  0.220
H (0.20741, 4.49348, 3.20869)  0.213
H (3.29844, 3.30085, 2.43193)  0.221
H (2.83028, 4.11623, 0.94427)  0.222
H (2.38947, 4.81192, 2.50865)  0.220

HOMO-LUMO gap	0.3122	Ha
E	-48141.33555	eV
SMILES	Cc1cccc(-n2c(SCCC(=O)O)nnc2-c2cccs2)c1C
ΔE to the lowest compared entry with this formula, charge and spin	48.6	kJ/mol
charge	0

---

No. 4
The following is a DFT calculation (ωB97M-V with the def2-TZVPD basis set) of the molecule C17H17N3O3S2 at a distorted geometry.

Each line ends with the natural charge from an NBO analysis.
Atoms and positions in Å:
C (4.34405, -2.53514, 1.88432)  -0.609
H (4.84468, -2.69357, 0.93219)  0.207
C (3.53248, -1.24558, 1.85097)  -0.391
C (2.57142, -1.17415, 0.66610)  -0.407
C (1.48595, -2.24903, 0.73559)  -0.237
N (0.50527, -2.07418, -0.32056)  -0.427
C (-0.55774, -1.24486, -0.17573)  0.335
N (-1.45457, -1.01073, -1.07652)  -0.550
C (-1.32036, -1.64974, -2.26568)  0.175
C (-0.26256, -2.51806, -2.50890)  -0.387
C (0.74551, -2.77938, -1.52631)  0.649
O (1.71100, -3.50347, -1.63327)  -0.605
S (-0.33396, -3.18785, -4.09794)  0.487
C (-1.77596, -2.30143, -4.41643)  -0.356
C (-2.18976, -1.53205, -3.37846)  -0.278
H (-3.06623, -0.91139, -3.38602)  0.233
H (-2.24361, -2.40496, -5.37599)  0.239
S (-0.73520, -0.44262, 1.37837)  0.258
C (-2.29941, 0.48301, 1.12399)  -0.532
C (-2.02560, 1.87812, 0.67171)  -0.053
C (-1.96853, 2.91661, 1.58943)  -0.195
C (-1.69542, 4.20464, 1.14975)  0.078
C (-1.46579, 4.47841, -0.19247)  -0.192
C (-1.51591, 3.43832, -1.10234)  -0.210
C (-1.79505, 2.15067, -0.67531)  -0.166
H (-1.83359, 1.33666, -1.38353)  0.238
H (-1.33995, 3.63177, -2.14911)  0.223
H (-1.25539, 5.49163, -0.49779)  0.247
N (-1.65449, 5.28099, 2.11060)  0.517
O (-1.38868, 6.39014, 1.70077)  -0.375
O (-1.89145, 5.01059, 3.26822)  -0.378
H (-2.13469, 2.74458, 2.64248)  0.243
H (-2.85560, -0.08460, 0.38034)  0.276
H (-2.79777, 0.46481, 2.09162)  0.239
H (1.92870, -3.23526, 0.58269)  0.251
H (0.97495, -2.21817, 1.70139)  0.213
H (3.12634, -1.29848, -0.26602)  0.213
H (2.09531, -0.19029, 0.65271)  0.210
H (2.96621, -1.14239, 2.77915)  0.195
H (4.21633, -0.39697, 1.78480)  0.207
H (5.09927, -2.48264, 2.66485)  0.213
H (3.70981, -3.39394, 2.08632)  0.200

HOMO-LUMO gap	0.2942	Ha
E	-50186.61455	eV
ΔE to the lowest compared entry with this formula, charge and spin	249.4	kJ/mol
charge	0

---

No. 5
The following is a DFT calculation (ωB97M-V with the def2-TZVPD basis set) of the molecule C17H17N3O4 at a distorted geometry.

Each line ends with the natural charge from an NBO analysis.
Atoms and positions in Å:
C (6.76890, 0.50105, -2.71366)  -0.241
H (7.02619, -0.41524, -2.17904)  0.183
O (5.44738, 0.46446, -3.20592)  -0.489
C (4.37629, 0.32938, -2.38563)  0.265
C (3.15419, 0.27203, -3.05576)  -0.245
C (1.96110, 0.13576, -2.38454)  -0.173
C (1.94182, 0.04937, -0.99207)  -0.112
C (3.16393, 0.10961, -0.31529)  -0.268
C (4.37210, 0.24727, -0.97596)  0.295
O (5.57625, 0.31000, -0.32046)  -0.522
C (5.59165, 0.21440, 1.08253)  -0.252
H (5.04259, 1.03786, 1.55014)  0.179
H (6.64196, 0.27891, 1.36343)  0.202
H (5.18429, -0.74122, 1.42731)  0.179
H (3.15598, 0.04649, 0.75910)  0.216
C (0.67650, -0.09845, -0.30890)  -0.101
C (0.47691, -0.21912, 1.01186)  -0.320
C (-0.83899, -0.38986, 1.63882)  0.750
O (-1.00760, -0.62862, 2.80681)  -0.559
O (-1.84042, -0.21282, 0.74281)  -0.420
N (-3.12583, -0.50114, 1.26214)  -0.197
C (-4.09650, 0.04411, 0.63454)  0.377
N (-3.98239, 0.82267, -0.47699)  -0.811
H (-4.74350, 1.42116, -0.74420)  0.398
H (-3.05288, 1.12461, -0.72018)  0.408
C (-5.43875, -0.26509, 1.14904)  -0.136
C (-5.60669, -0.67216, 2.47323)  -0.123
C (-6.88142, -0.94896, 2.93076)  -0.254
C (-7.94563, -0.80167, 2.05094)  0.045
N (-7.79622, -0.43320, 0.79046)  -0.416
C (-6.57831, -0.17903, 0.35031)  0.045
H (-6.51682, 0.08659, -0.69770)  0.190
H (-8.96445, -0.99081, 2.36239)  0.194
H (-7.04952, -1.26693, 3.94777)  0.223
H (-4.73766, -0.76158, 3.10562)  0.251
H (1.28659, -0.22979, 1.72547)  0.214
H (-0.18985, -0.12239, -0.95767)  0.213
H (1.03646, 0.09206, -2.93978)  0.211
H (3.18229, 0.33775, -4.13190)  0.228
H (7.39654, 0.59315, -3.60004)  0.190
H (6.93351, 1.35942, -2.05978)  0.184

HOMO-LUMO gap	0.2976	Ha
E	-30562.75320	eV
SMILES	COc1ccc(/C=C/C(=O)O/N=C(\N)c2cccnc2)cc1OC
ΔE to the lowest compared entry with this formula, charge and spin	179.0	kJ/mol
charge	0